1.
21
Properties=species:S:1:pos:R:3:forces:R:3:lowdin_charge:R:1 method="wB97M-V/def2-TZVPD" gap_ha="0.252 / 0.241" homo_ha="-0.2938 / -0.2981" e_above_lowest_kj_mol=434.69 e_lumo_ev="-1.142 / -1.540" total_energy_ha=-937.88276
C -0.219466 -0.047003 0.225029 0.87 -3.71 0.35 -0.180
C -0.733386 -1.345927 0.538238 -0.88 2.05 -0.42 0.204
C 1.156255 -0.176849 -0.101143 -0.31 -2.03 0.55 -0.155
C -2.971927 0.031623 0.163842 0.46 -0.70 -0.06 -0.572
C -0.867632 1.158769 0.236539 -1.87 3.22 -0.18 -0.356
C 0.191976 -2.327617 0.102519 1.79 -2.06 -0.52 -0.392
C 2.336347 0.701194 -0.034300 -0.06 1.32 0.39 -0.010
N 1.381610 -1.540270 -0.190858 -0.16 0.51 -0.19 -0.077
N -2.374467 1.172644 0.217714 -0.12 0.01 0.42 -0.239
N 2.589875 -2.106213 -0.554308 1.12 -0.12 0.28 0.083
N -2.920277 2.458750 0.104394 -0.08 1.19 -0.31 0.056
O -0.388412 2.260898 0.130953 0.68 0.13 0.11 0.100
O 0.292908 -3.568755 0.020943 -0.85 2.04 0.21 0.054
I -5.039297 -0.040452 -0.087476 0.07 0.27 0.12 0.768
H 3.107124 -0.074767 -0.000999 0.74 0.92 -0.75 0.063
H 2.402944 1.194691 0.984716 -0.48 -0.30 -1.16 0.116
H 2.346781 1.537622 -0.831022 0.33 -1.60 1.19 0.126
H 2.785643 -2.147477 -1.542258 -0.59 0.18 -0.26 0.104
H 2.831866 -3.022501 -0.160052 -0.98 0.71 0.25 0.116
H -2.174499 3.188090 0.075509 -0.76 -1.20 0.29 0.103
H -3.733959 2.693551 0.702022 1.07 -0.82 -0.33 0.088

***

2.
15
Properties=species:S:1:pos:R:3:forces:R:3:lowdin_charge:R:1 method="wB97M-V/def2-TZVPD" gap_ha=0.335 homo_ha=-0.3049 e_above_lowest_kj_mol=538.12 e_lumo_ev=0.826 total_energy_ha=-325.45373
C -0.511803 1.287203 -1.694654 -1.29 -1.09 1.46 -0.173
C 0.731046 -0.571368 0.691903 0.74 -0.10 0.44 -0.181
C 0.151315 -0.785669 -0.694783 0.50 -2.15 0.77 -0.149
C -0.190813 0.429974 1.304124 -0.41 0.97 -0.99 -0.258
C -1.451072 0.712571 0.475162 -0.98 -1.20 1.63 -0.227
C -0.821245 0.301225 -0.804544 -0.74 1.08 -0.74 -0.248
C -0.377442 1.734421 0.447497 -0.63 -0.64 0.47 0.135
N -0.474273 1.945191 -2.688031 2.96 3.01 -1.65 0.185
H 0.709738 -1.507130 1.255122 0.30 0.05 0.06 0.107
H 1.764228 -0.209087 0.596307 -0.18 -0.02 0.41 0.119
H 0.841696 -0.618379 -1.480512 1.07 -0.57 -0.71 0.100
H -0.115711 -1.878308 -0.592296 -0.77 1.26 -1.22 0.139
H -0.173165 0.517771 2.370298 -0.07 0.51 0.47 0.118
H -2.547625 0.502854 0.805607 2.04 1.04 -0.90 0.163
H 0.342735 2.710225 -2.793759 -2.54 -2.14 0.51 0.170

***

3.
15
Properties=species:S:1:pos:R:3:forces:R:3:lowdin_charge:R:1 method="wB97M-V/def2-TZVPD" gap_ha=0.384 homo_ha=-0.3762 e_above_lowest_kj_mol=502.76 e_lumo_ev=0.215 total_energy_ha=-325.46720
C 3.432695 1.238690 -0.482699 0.69 0.72 -0.07 0.196
C 1.803882 0.544129 0.786135 0.06 -0.19 -2.66 -0.132
C 0.800411 0.838550 -0.346373 1.80 -1.72 -0.85 -0.208
C 2.177432 1.261152 -0.594325 -0.85 0.34 -0.72 -0.241
C 2.553836 -0.664325 0.767740 -2.28 1.82 1.07 -0.263
C -0.871960 -0.880654 -0.091574 -0.96 1.83 -1.79 -0.085
C 0.136993 -0.320718 -1.146962 -0.57 2.15 2.13 -0.159
N 3.051635 -1.630002 0.488416 1.70 -3.43 -0.40 0.199
H 1.773803 1.206690 1.564870 0.11 1.10 2.16 0.113
H 0.211236 1.670870 -0.155622 -1.38 1.26 0.67 0.124
H -1.304786 -1.806727 -0.463921 -0.08 -0.07 0.50 0.071
H -1.685856 -0.069339 -0.010419 0.93 -1.43 0.07 0.104
H -0.367044 -0.922181 0.855314 -0.03 -0.64 0.45 0.056
H -0.401622 0.186763 -1.989275 0.81 -1.06 0.33 0.130
H 0.957162 -0.981124 -1.333234 0.05 -0.68 -0.91 0.096

***

4.
15
Properties=species:S:1:pos:R:3:forces:R:3:lowdin_charge:R:1 method="wB97M-V/def2-TZVPD" gap_ha=0.375 smiles=c1ccncc1.C#C homo_ha=-0.3455 e_above_lowest_kj_mol=400.91 e_lumo_ev=0.799 total_energy_ha=-325.50599
C -1.822229 -0.605917 0.683134 -2.38 -2.18 -0.86 -0.049
C -2.396280 -1.707916 0.759414 1.75 -0.50 2.73 -0.025
C 1.163508 -0.818927 -0.914072 2.37 -0.35 -1.62 -0.120
C 0.656635 0.423743 -1.635329 1.61 -4.22 -1.36 -0.074
C 0.342715 1.487597 -0.924786 -0.62 1.33 4.54 -0.112
C 0.454247 1.235895 0.522031 -1.20 3.17 1.17 -0.151
C 0.774553 0.035256 1.094367 1.95 1.55 2.72 -0.263
H -1.491332 0.383857 0.359997 -0.61 -1.12 0.39 0.012
H -2.524634 -2.763548 1.376042 0.12 3.31 -2.36 0.096
H 1.840611 -1.708500 -1.324144 -2.14 2.17 -0.62 0.141
H 0.648873 0.444445 -2.733050 -0.03 -0.32 0.52 0.102
H -0.053511 2.483284 -1.223959 0.62 -1.05 -0.21 0.123
H 0.172926 2.080719 1.310141 0.53 -1.71 -2.03 0.143
H 0.913023 -0.020898 2.268899 -0.66 -0.01 -2.56 0.150
N 1.320893 -0.949091 0.381314 -1.29 -0.09 -0.43 0.029

***

5.
16
Properties=species:S:1:pos:R:3:forces:R:3:lowdin_charge:R:1 method="wB97M-V/def2-TZVPD" gap_ha="0.251 / 0.239" homo_ha="-0.4680 / -0.4627" e_above_lowest_kj_mol=880.17 e_lumo_ev="-5.905 / -6.097" total_energy_ha=-379.80475 charge=+1
C 2.155625 1.228674 -0.035172 0.30 1.18 0.24 0.028
C 2.414149 -1.092028 0.023134 0.63 0.74 0.23 0.017
C -1.887699 -0.129691 0.392054 2.33 0.06 -0.21 0.119
C 0.479545 -0.062510 -0.415680 -3.54 -0.25 0.12 -0.045
C 3.153417 0.255449 0.258554 0.32 -1.23 0.08 -0.067
C -2.892272 0.864980 0.180698 -0.22 0.12 -0.34 -0.108
C -3.086423 -0.627368 -0.207306 -0.14 0.07 -0.40 -0.104
N 1.137198 -1.089572 -0.054521 0.56 -1.85 0.22 0.098
N 0.991179 1.249326 -0.391592 -0.06 1.47 -0.31 0.129
H 2.997733 -1.961468 -0.245172 0.00 -0.24 0.06 0.143
H 4.045285 0.278221 -0.377776 -0.07 0.09 0.01 0.151
H 3.497453 0.380473 1.294581 -0.05 -0.04 -0.10 0.153
H -3.541481 1.219247 0.967402 -0.08 -0.15 0.22 0.125
H -2.637290 1.644079 -0.530278 0.06 0.03 -0.04 0.119
H -2.986479 -1.006963 -1.218615 0.05 -0.02 -0.05 0.119
H -3.839939 -1.150847 0.359688 -0.09 0.02 0.29 0.125

***

6.
18
Properties=species:S:1:pos:R:3:forces:R:3:lowdin_charge:R:1 method="wB97M-V/def2-TZVPD" gap_ha=0.288 smiles="C=C1Nc2cnc(C)pc2O1" homo_ha=-0.2925 e_above_lowest_kj_mol=344.22 e_lumo_ev=-0.127 total_energy_ha=-796.91974
C 0.325182 -0.000477 -1.446284 1.02 0.77 -2.22 -0.101
C 0.152927 -0.580674 -0.254704 -0.96 -0.76 3.69 -0.220
C -0.329180 0.192774 0.910609 0.96 -6.46 -0.63 -0.347
C 0.055374 -2.263761 1.455888 -0.14 0.21 -0.99 -0.301
C -0.297910 2.136228 -0.719051 -1.00 -0.58 2.45 -0.667
C 0.170248 -3.568936 1.969137 -0.29 1.91 0.19 0.028
C -0.434627 3.538889 -1.063160 2.76 0.43 -3.78 -0.142
N 0.077266 1.324298 -1.612456 1.04 -1.47 -1.90 0.039
N 0.327466 -1.958436 0.111498 -2.03 3.76 1.04 0.103
O -0.439734 -0.977768 1.934110 0.21 0.36 -0.13 -0.072
P -0.731411 1.821222 0.982863 -0.06 -0.12 0.69 1.076
H 0.803286 -0.478494 -2.363938 -0.97 0.30 1.43 0.139
H 0.670621 -4.382212 1.363342 -0.80 1.45 0.41 0.061
H -0.174952 -3.917736 2.978890 0.47 0.97 -1.13 0.053
H -0.519356 4.172401 -0.216498 -0.15 0.86 0.39 0.032
H -1.186935 3.638658 -1.855908 -0.19 0.39 0.54 0.082
H 0.588341 3.672344 -1.706150 -2.25 0.56 1.73 0.141
H 0.943395 -2.368319 -0.468188 2.40 -2.58 -1.78 0.095